Computed, not measured: a cluster of 11 separate species, C28H85N7O11 in total at a distorted geometry, with ωB97M-V/def2-TZVPD.

Each line ends with the Mulliken charge.
Atoms and positions in Å:
C  11.763  -8.232  1.424  -0.76
O  12.137  -7.395  2.517  -0.30
C  13.521  -7.461  2.914  -0.57
C  13.768  -6.727  4.258  0.32
C  13.428  -5.273  4.131  -1.38
N  15.158  -6.736  4.641  -0.64
H  12.296  -7.963  0.512  0.30
H  10.690  -8.228  1.231  0.27
H  11.900  -9.291  1.641  0.30
H  13.919  -8.475  2.966  0.38
H  14.221  -6.975  2.234  0.29
H  13.053  -7.147  4.965  0.35
H  13.750  -4.683  4.989  0.34
H  12.364  -5.186  3.913  0.35
H  13.891  -4.811  3.260  0.31
H  15.760  -6.342  3.932  0.20
H  15.501  -7.677  4.775  0.23
C  19.307  -5.200  0.863  -0.84
O  19.781  -5.986  1.935  -0.32
C  20.104  -7.318  1.472  -0.71
C  21.357  -7.779  2.266  0.42
C  21.695  -9.245  1.943  -1.41
N  21.003  -7.807  3.683  -0.61
H  20.141  -5.007  0.188  0.37
H  19.057  -4.220  1.270  0.25
H  18.408  -5.498  0.324  0.31
H  19.298  -8.039  1.611  0.28
H  20.270  -7.327  0.394  0.43
H  22.253  -7.174  2.134  0.29
H  22.675  -9.498  2.349  0.39
H  21.845  -9.277  0.864  0.37
H  20.878  -9.937  2.145  0.30
H  20.736  -6.841  3.801  0.25
H  21.875  -7.986  4.162  0.24
C  19.117  -1.743  11.061  -0.80
O  18.536  -1.276  9.805  -0.43
C  19.430  -1.495  8.709  -0.74
C  18.794  -1.044  7.311  0.42
C  19.840  -0.598  6.327  -1.28
N  17.785  0.010  7.619  -0.77
H  18.398  -1.490  11.841  0.28
H  20.105  -1.321  11.244  0.32
H  19.240  -2.816  11.202  0.30
H  20.397  -1.019  8.871  0.41
H  19.783  -2.525  8.665  0.43
H  18.373  -1.989  6.967  0.24
H  20.084  0.404  6.681  0.34
H  19.543  -0.535  5.280  0.31
H  20.730  -1.224  6.389  0.33
H  18.160  0.944  7.700  0.28
H  17.606  -0.105  8.606  0.36
C  19.386  -10.795  15.858  -0.79
O  20.636  -10.517  15.304  -0.33
C  21.050  -9.138  15.228  -0.76
C  22.432  -8.878  14.574  0.39
C  22.778  -7.386  14.880  -1.45
N  22.431  -9.171  13.210  -0.71
H  18.625  -10.600  15.102  0.31
H  19.063  -10.067  16.602  0.33
H  19.326  -11.750  16.378  0.27
H  20.349  -8.449  14.757  0.34
H  21.118  -8.855  16.279  0.41
H  23.196  -9.553  14.960  0.40
H  21.905  -6.737  14.811  0.31
H  23.429  -7.008  14.092  0.42
H  23.156  -7.313  15.900  0.34
H  21.569  -8.869  12.779  0.24
H  22.335  -10.176  13.211  0.30
C  22.269  -14.737  7.467  -0.68
O  23.406  -15.543  7.401  -0.36
C  23.475  -16.392  6.277  -0.60
C  22.364  -17.497  6.283  0.38
C  22.520  -18.380  7.546  -1.31
N  22.423  -18.380  5.134  -0.71
H  22.068  -14.070  6.629  0.30
H  22.467  -14.062  8.299  0.26
H  21.375  -15.352  7.572  0.26
H  23.309  -15.736  5.422  0.37
H  24.501  -16.759  6.273  0.30
H  21.365  -17.078  6.401  0.24
H  22.369  -17.869  8.497  0.31
H  23.514  -18.827  7.548  0.33
H  21.790  -19.189  7.525  0.37
H  22.275  -17.795  4.325  0.26
H  23.329  -18.822  5.065  0.27
C  16.925  -15.296  10.900  -0.76
O  16.406  -13.957  10.866  -0.28
C  15.219  -13.850  10.102  -0.66
C  14.426  -12.574  10.378  0.38
C  13.061  -12.638  9.669  -1.48
N  15.102  -11.317  9.959  -0.65
H  17.759  -15.209  11.596  0.25
H  17.152  -15.695  9.911  0.29
H  16.215  -15.995  11.342  0.33
H  15.408  -14.049  9.047  0.33
H  14.609  -14.720  10.346  0.36
H  14.102  -12.535  11.418  0.28
H  12.600  -11.651  9.679  0.38
H  12.353  -13.363  10.070  0.39
H  13.227  -12.888  8.621  0.32
H  15.185  -11.461  8.963  0.24
H  16.021  -11.183  10.357  0.29
C  26.365  -3.522  9.183  -0.73
O  25.903  -3.813  7.892  -0.32
C  25.201  -5.073  7.823  -0.78
C  26.244  -6.181  7.618  0.70
C  27.079  -6.114  6.318  -1.42
N  25.619  -7.443  7.586  -0.73
H  27.036  -4.213  9.694  0.28
H  25.626  -3.268  9.943  0.30
H  26.788  -2.551  8.925  0.26
H  24.494  -5.275  8.628  0.40
H  24.474  -5.006  7.013  0.33
H  26.955  -6.217  8.443  0.16
H  27.926  -6.787  6.453  0.38
H  27.661  -5.200  6.202  0.34
H  26.526  -6.296  5.397  0.31
H  26.274  -8.198  7.732  0.27
H  25.062  -7.441  8.428  0.24
O  14.353  -7.532  13.412  -0.64
H  14.717  -6.696  13.118  0.32
H  14.260  -8.047  12.611  0.32
O  18.135  -10.681  5.740  -0.63
H  18.118  -11.534  5.305  0.30
H  18.936  -10.265  5.422  0.32
O  15.954  -4.812  9.597  -0.64
H  16.173  -3.894  9.755  0.32
H  15.959  -4.900  8.644  0.31
O  19.506  -7.735  9.539  -0.64
H  18.598  -7.444  9.632  0.32
H  19.517  -8.226  8.718  0.32

Force components x, y, z for each atom (eV/Å):
C 0.22 -0.29 0.32
O 0.53 -0.24 0.05
C -0.08 0.30 0.18
C -0.50 0.38 -1.12
C -0.97 0.78 -0.77
N 0.39 -1.22 0.71
H 0.06 0.00 -0.08
H -0.05 0.89 0.24
H 0.68 -0.18 0.16
H -0.46 -0.49 0.23
H -0.30 0.35 -0.77
H 0.62 -0.30 0.58
H -0.31 -0.22 0.14
H -0.13 0.30 0.38
H 0.40 -0.13 -0.18
H -0.16 0.32 -0.23
H 0.10 -0.25 0.19
C 0.48 1.50 0.44
O -0.66 -1.27 -0.83
C 1.31 0.44 0.69
C -1.00 -2.20 -0.03
C 0.33 1.00 -1.75
N -0.33 0.77 -0.41
H -0.10 -0.19 -0.48
H -0.01 0.02 0.23
H 0.06 -0.78 0.10
H -0.27 0.11 0.52
H 0.41 0.26 -0.12
H -0.18 0.37 -0.65
H -0.32 -0.36 0.43
H 0.12 -0.29 -0.31
H 0.23 0.08 0.52
H -0.09 0.26 1.18
H -0.01 0.20 0.54
C -0.75 0.33 -0.29
O 1.25 -1.17 0.62
C 0.63 0.14 -0.80
C -0.11 -0.25 2.13
C 0.36 0.56 0.52
N -0.03 -0.73 -0.06
H 0.19 0.50 -0.06
H -0.09 0.43 -0.05
H -0.12 -0.37 -0.92
H 0.01 0.97 0.25
H -0.65 -0.58 -0.09
H -0.91 0.37 -0.28
H 0.55 0.17 -0.36
H -0.34 -0.10 0.18
H 0.05 -0.02 -0.02
H 0.77 0.20 -0.94
H -0.84 -0.50 0.17
C -0.91 1.52 0.08
O 1.40 0.10 -0.92
C 0.45 -0.60 1.66
C -0.83 0.90 2.06
C -0.36 -0.83 -0.34
N -0.15 -0.85 -2.10
H -0.32 -0.88 -0.28
H 0.50 0.36 0.56
H 0.26 -0.20 -0.67
H -0.49 -0.30 -0.33
H 0.00 0.55 0.22
H 0.00 0.24 0.73
H -0.34 -0.16 0.09
H 0.50 -0.14 0.40
H 0.32 0.26 -0.22
H -0.18 0.42 -0.30
H 0.15 -0.39 -0.67
C -0.14 0.26 0.47
O 0.55 -0.06 0.10
C -1.40 0.40 0.13
C 1.22 -0.71 1.89
C -0.04 -0.03 -0.21
N -0.57 0.62 -0.18
H 0.46 -0.11 -0.69
H -0.51 -0.24 0.26
H -0.21 0.20 0.50
H 0.17 -0.15 -0.64
H -0.18 -0.46 -0.16
H 0.05 0.32 -0.66
H 0.17 0.33 -0.17
H 0.11 -0.07 0.11
H 0.00 -0.04 -0.19
H 0.15 -0.28 -0.49
H 0.16 0.01 -0.06
C -0.45 1.00 0.63
O 0.01 -0.26 -0.31
C -0.29 -0.86 0.62
C -0.42 0.22 0.08
C 0.45 0.19 -0.75
N -1.02 -0.90 0.12
H 0.29 -0.36 -0.49
H 0.44 0.24 -0.12
H -0.36 0.03 0.14
H 0.32 0.67 -0.51
H -0.55 -0.10 0.40
H 0.86 0.11 0.37
H 0.02 -0.03 0.16
H 0.25 -0.05 0.20
H -0.14 -0.07 -0.26
H 0.47 0.56 -0.32
H 0.11 -0.37 0.05
C 0.20 1.95 -0.12
O -1.50 -1.86 0.53
C 0.71 0.34 -1.01
C 1.14 0.65 -1.22
C 0.84 1.01 0.69
N -1.89 -1.46 0.60
H 0.39 -0.23 -0.64
H -0.85 -0.31 -0.23
H 0.96 -0.02 0.93
H 0.53 0.14 0.94
H 0.50 -0.03 -0.69
H 0.22 0.92 0.28
H -0.33 -0.76 -0.30
H -0.53 0.56 0.06
H -0.09 -0.22 0.25
H 0.25 -0.05 -0.24
H -0.58 -0.65 0.15
O -0.04 -0.06 0.27
H 0.09 0.22 -0.08
H -0.03 -0.18 -0.23
O -0.20 0.06 0.18
H -0.03 -0.22 -0.08
H 0.25 0.24 -0.14
O 0.01 -0.23 0.22
H 0.07 0.29 0.05
H -0.05 -0.06 -0.29
O 0.23 0.05 0.17
H -0.28 0.12 0.06
H 0.02 -0.15 -0.21

Properties
Highest occupied orbital energy ... -9.18 eV
Relative energy (zero: lowest compared OMol25 entry of this formula, charge and spin) ... 5.186 eV
SMILES ... COC[C@H](C)N.COC[C@H](C)N.COC[C@H](C)N.COC[C@H](C)N.COC[C@H](C)N.COC[C@H](C)N.COC[C@H](C)N.O.O.O.O
Total energy ... -2328.45280 hartree
Frontier orbital gap ... 9.255 eV
Largest force on an atom ... 0.048 hartree/bohr